No. 1
Computed, not measured: a molecular structure, C21H24NPb in a non-equilibrium geometry, with ωB97M-V with the def2-TZVPD basis set.

Each line ends with the Mulliken charge.
Cartesian coordinates (Å):
C: -0.39 0.71 -3.71  0.75
C: 0.21 2.09 -3.71  -1.32
C: 0.40 -0.37 -4.37  -0.96
C: -1.87 0.64 -3.91  -1.33
H: 0.31 -0.28 -5.46  0.45
H: 0.03 -1.37 -4.09  0.10
H: 1.46 -0.32 -4.12  0.11
H: 0.33 2.50 -4.72  0.44
H: 1.22 2.09 -3.25  0.30
H: -0.41 2.80 -3.14  0.35
H: -2.16 0.89 -4.94  0.47
H: -2.41 1.34 -3.24  0.33
H: -2.26 -0.37 -3.71  0.26
C: 2.22 0.03 0.47  0.01
C: 2.38 -0.70 -0.75  -0.98
C: 2.61 0.24 -1.80  -0.49
H: 2.39 -1.79 -0.84  0.50
C: 2.54 1.54 -1.23  -0.91
C: 2.30 1.42 0.16  -0.47
H: 2.25 2.24 0.88  0.42
H: 2.13 -0.40 1.46  0.35
H: 2.90 -0.01 -2.82  0.77
H: 2.73 2.48 -1.77  0.51
C: -2.41 -1.26 0.05  -0.60
C: -1.20 -1.92 0.43  -0.21
C: -0.60 -2.45 -0.76  -0.60
H: -0.85 -2.06 1.45  0.47
C: -1.45 -2.15 -1.86  -0.56
C: -2.57 -1.41 -1.36  -0.60
H: -3.42 -1.09 -1.95  0.50
H: -3.12 -0.78 0.73  0.42
H: 0.32 -3.03 -0.80  0.48
H: -1.31 -2.50 -2.89  0.64
Pb: -0.33 0.54 -1.08  1.47
N: -0.42 0.91 1.54  -0.33
C: -0.31 0.72 2.69  -0.07
C: -0.21 0.45 4.09  0.57
C: -1.38 0.42 4.88  -0.40
C: -1.29 0.14 6.25  -0.57
C: -0.04 -0.14 6.82  -0.35
C: 1.12 -0.11 6.04  -0.60
C: 1.04 0.17 4.68  -0.30
H: -2.34 0.58 4.40  0.42
H: -2.20 0.14 6.85  0.39
H: 0.02 -0.40 7.88  0.39
H: 2.10 -0.30 6.49  0.39
H: 1.92 0.16 4.04  0.39

Results
Highest occupied orbital energy (alpha / beta): -11.037 / -10.618 eV
LUMO level (alpha / beta): -4.2 / -6.2 eV
Energy: -28893.23301 eV
Orbital gap (alpha / beta): 0.2518 / 0.1616 Ha
Relative energy (zero: lowest compared OMol25 entry of this formula, charge and spin): 0.000 eV
Total charge: +1

No. 2
Computed, not measured: a molecular structure, C21H25BBr42IN2O2 in a non-equilibrium geometry, with ωB97M-V with the def2-TZVPD basis set.

Each line ends with the Mulliken charge.
Cartesian coordinates (Å):
C: 1.71 4.92 7.80  -1.11
C: 1.02 3.52 7.77  -0.31
B: 1.33 2.88 6.35  0.06
O: 2.02 1.73 6.15  -0.24
C: 0.79 3.71 5.08  -0.38
N: -0.52 3.92 4.71  0.56
C: -0.51 4.69 3.64  -0.47
N: 0.72 4.95 3.32  0.04
C: 1.60 4.35 4.21  0.07
C: 3.08 4.41 4.21  0.16
C: 3.56 5.33 3.09  -0.20
O: 3.75 6.50 3.25  -0.47
I: 3.82 4.38 1.18  0.09
H: 1.22 5.58 7.08  0.30
H: 1.56 5.37 8.78  0.42
H: 2.76 4.83 7.52  0.29
H: -0.07 3.69 7.78  0.26
H: 1.35 2.88 8.59  0.39
H: 2.80 1.70 6.74  0.16
H: -1.32 3.57 5.20  0.22
H: -1.42 5.02 3.16  0.54
H: 0.99 5.53 2.53  0.14
H: 3.44 4.76 5.18  0.34
H: 3.50 3.41 4.08  -0.07
C: 4.35 -0.20 4.54  -0.21
Br: 5.56 0.66 5.76  -0.04
Br: 3.89 0.95 3.06  0.07
Br: 5.03 -1.90 3.95  0.04
H: 3.44 -0.40 5.08  0.23
C: 0.61 2.33 -0.98  -0.33
Br: 2.29 2.74 -1.84  -0.04
Br: 0.31 0.44 -0.87  0.18
Br: 0.47 3.15 0.77  0.20
H: -0.17 2.76 -1.60  0.28
C: 4.69 -0.38 9.75  -0.39
Br: 6.58 -0.63 10.01  0.01
Br: 4.22 1.49 9.75  -0.04
Br: 4.07 -1.27 8.16  -0.02
H: 4.19 -0.84 10.60  0.43
C: -1.89 -1.56 -4.31  -0.31
Br: -2.52 -2.09 -6.04  0.11
Br: 0.02 -1.78 -4.14  -0.10
Br: -2.44 0.24 -3.87  -0.06
H: -2.35 -2.22 -3.58  0.38
C: -3.12 1.23 3.67  -0.37
Br: -3.74 2.48 5.02  -0.06
Br: -3.39 1.91 1.89  0.00
Br: -1.29 0.74 3.97  0.00
H: -3.72 0.33 3.77  0.42
C: 1.18 -3.83 -0.06  0.04
Br: 2.72 -2.72 0.27  0.01
Br: -0.33 -2.79 -0.67  -0.06
Br: 1.57 -5.28 -1.27  0.06
H: 0.90 -4.27 0.88  -0.07
C: 1.66 6.97 -2.05  -0.28
Br: 0.08 5.87 -1.95  -0.03
Br: 1.92 7.98 -0.43  -0.03
Br: 3.25 5.98 -2.52  -0.03
H: 1.49 7.68 -2.85  0.34
C: 1.10 -5.21 -5.59  0.30
Br: 2.75 -4.76 -6.46  -0.02
Br: -0.37 -5.30 -6.84  -0.02
Br: 1.25 -6.84 -4.57  -0.08
H: 0.88 -4.42 -4.89  -0.23
C: -6.99 -1.61 -6.16  -0.29
Br: -5.83 -0.58 -5.02  -0.02
Br: -7.52 -0.61 -7.73  0.02
Br: -6.22 -3.31 -6.64  -0.05
H: -7.89 -1.82 -5.60  0.33
C: -0.08 -7.35 2.78  -0.38
Br: 1.83 -7.37 3.05  0.04
Br: -0.75 -5.54 2.69  -0.02
Br: -0.59 -8.37 1.23  0.01
H: -0.53 -7.82 3.64  0.35
C: -5.11 -1.63 -10.81  -0.38
Br: -6.41 -3.04 -10.85  0.03
Br: -3.68 -2.02 -9.58  0.13
Br: -4.42 -1.22 -12.56  -0.04
H: -5.61 -0.75 -10.44  0.30
C: -10.79 -2.16 -10.50  -0.28
Br: -9.91 -3.50 -9.42  -0.03
Br: -9.57 -0.81 -11.13  -0.04
Br: -11.78 -2.96 -11.95  -0.02
H: -11.51 -1.66 -9.87  0.35
C: 6.03 -5.94 5.32  -0.31
Br: 5.55 -4.71 6.73  0.00
Br: 5.51 -5.27 3.59  -0.06
Br: 7.89 -6.39 5.38  0.00
H: 5.47 -6.85 5.49  0.34
C: 0.04 -1.07 -10.48  -0.29
Br: 0.82 -2.40 -9.33  0.06
Br: 1.33 0.27 -11.00  -0.04
Br: -0.82 -1.86 -12.00  0.00
H: -0.72 -0.56 -9.91  0.25

Results
Highest occupied orbital energy: -10.985 eV
LUMO level: -2.7 eV
Energy: -2979810.71521 eV
Orbital gap: 0.3054 Ha
Total charge: +1

No. 3
Computed, not measured: a molecular structure, C21H25BBrN7O2Zn in a non-equilibrium geometry, with ωB97M-V with the def2-TZVPD basis set.

Each line ends with the Mulliken charge.
Cartesian coordinates (Å):
Zn: -16.78 -1.95 -2.01  -0.54
C: -15.60 -4.71 -4.17  -0.70
C: -17.11 -4.40 -3.98  0.66
C: -18.20 -5.26 -4.35  -1.32
C: -19.34 -4.62 -3.87  0.79
C: -20.82 -4.94 -4.09  -1.25
N: -18.92 -3.49 -3.17  0.61
N: -17.57 -3.39 -3.29  -0.15
B: -19.72 -2.61 -2.18  -0.09
N: -19.27 -2.94 -0.72  0.80
N: -17.97 -2.60 -0.43  -0.40
C: -17.68 -3.17 0.76  0.84
C: -16.38 -3.01 1.46  -1.08
C: -18.82 -3.82 1.22  -1.23
C: -19.84 -3.68 0.29  0.78
C: -21.23 -4.22 0.15  -1.10
N: -19.45 -1.13 -2.49  0.49
N: -18.19 -0.62 -2.61  0.01
C: -18.24 0.69 -2.85  0.85
C: -17.12 1.60 -3.03  -1.30
C: -19.60 1.03 -3.01  -1.23
C: -20.32 -0.12 -2.75  0.81
C: -21.83 -0.26 -2.76  -1.31
H: -15.05 -3.92 -3.65  -0.12
H: -15.28 -4.64 -5.23  0.31
H: -15.16 -5.60 -3.68  0.26
H: -18.29 -6.06 -5.04  0.45
H: -20.85 -5.97 -4.34  0.40
H: -21.34 -4.36 -4.79  0.28
H: -21.44 -4.82 -3.18  0.21
H: -20.87 -2.92 -2.32  -0.19
H: -15.65 -2.63 0.81  0.05
H: -16.03 -3.96 1.84  0.33
H: -16.44 -2.28 2.28  0.26
H: -18.82 -4.37 2.15  0.45
H: -21.36 -4.93 0.98  0.35
H: -21.37 -4.77 -0.81  0.16
H: -21.98 -3.46 0.08  0.25
H: -16.17 1.18 -2.76  0.14
H: -17.27 2.49 -2.39  0.33
H: -17.06 1.82 -4.10  0.28
H: -20.10 1.95 -3.18  0.48
H: -22.32 0.54 -3.29  0.37
H: -22.17 -0.32 -1.70  0.25
H: -22.29 -1.19 -3.16  0.24
Br: -9.03 -3.35 -0.47  -0.21
C: -10.42 -2.14 -1.16  0.07
C: -10.06 -0.87 -1.51  -0.19
N: -11.04 0.00 -1.86  -0.62
C: -12.29 -0.38 -1.97  -0.11
C: -12.68 -1.73 -1.73  0.00
C: -11.72 -2.59 -1.22  -0.51
C: -14.13 -2.12 -1.77  0.96
O: -14.96 -1.18 -1.96  -0.67
O: -14.45 -3.28 -1.49  -0.55
H: -9.05 -0.49 -1.40  0.39
H: -13.03 0.35 -2.38  0.37
H: -12.05 -3.55 -0.89  0.56

Results
Highest occupied orbital energy: -8.934 eV
LUMO level: 0.5 eV
Energy: -155849.91203 eV
Orbital gap: 0.3460 Ha

No. 4
Computed, not measured: a molecular structure, C21H25BMnN8OS in a non-equilibrium geometry, with ωB97M-V with the def2-TZVPD basis set.

Each line ends with the Mulliken charge.
Cartesian coordinates (Å):
Mn: 0.84 1.04 -0.36  0.33
C: 0.89 1.06 4.06  -1.17
C: 0.38 0.52 2.88  -0.03
N: 0.96 1.09 1.83  -0.35
N: 1.85 1.99 2.30  0.39
C: 1.82 1.99 3.64  -0.14
B: 2.73 2.87 1.37  0.19
N: 1.82 3.75 0.49  0.29
C: 1.72 5.09 0.49  -0.10
C: 0.79 5.45 -0.46  -1.09
C: 0.37 4.24 -1.02  -0.16
N: 1.00 3.23 -0.44  -0.28
N: 3.57 1.95 0.46  0.39
C: 4.91 1.77 0.49  -0.09
C: 5.25 0.87 -0.50  -1.06
C: 4.03 0.54 -1.10  -0.28
N: 3.03 1.20 -0.52  -0.42
H: 0.62 0.80 5.07  0.39
H: -0.37 -0.24 2.74  0.52
H: 2.46 2.64 4.21  0.44
H: 3.44 3.55 2.04  -0.13
H: 2.30 5.69 1.17  0.43
H: 0.47 6.45 -0.72  0.39
H: -0.35 4.07 -1.80  0.49
H: 5.52 2.30 1.20  0.43
H: 6.23 0.51 -0.75  0.40
H: 3.83 -0.13 -1.92  0.55
C: -4.93 1.00 -1.85  -0.93
C: -4.40 0.59 -0.48  -0.95
N: -3.49 -0.55 -0.52  0.14
C: -4.08 -1.89 -0.45  -0.64
C: -4.12 -2.61 -1.80  -1.08
C: -2.15 -0.42 -0.70  0.39
S: -1.52 1.19 -0.96  -0.28
N: -1.47 -1.56 -0.63  -0.13
C: -0.15 -1.70 -0.74  0.24
O: 0.67 -0.79 -1.04  -0.81
C: 0.38 -3.06 -0.51  0.45
C: 1.76 -3.26 -0.47  -0.38
C: 2.27 -4.53 -0.28  -0.73
C: 1.42 -5.62 -0.12  -0.32
C: 0.04 -5.42 -0.15  -0.72
C: -0.48 -4.15 -0.34  -0.07
H: -5.59 1.86 -1.75  0.39
H: -5.49 0.19 -2.31  0.27
H: -4.10 1.27 -2.50  0.27
H: -5.23 0.31 0.17  0.40
H: -3.88 1.43 -0.02  0.49
H: -5.09 -1.77 -0.07  0.42
H: -3.51 -2.48 0.26  0.38
H: -4.72 -2.06 -2.52  0.36
H: -4.56 -3.60 -1.67  0.34
H: -3.11 -2.73 -2.19  0.25
H: 2.41 -2.41 -0.60  0.43
H: 3.34 -4.68 -0.25  0.40
H: 1.82 -6.61 0.03  0.38
H: -0.62 -6.26 -0.02  0.40
H: -1.54 -3.98 -0.36  0.32

Results
Spin multiplicity: 6
Highest occupied orbital energy (alpha / beta): -7.345 / -8.353 eV
LUMO level (alpha / beta): 0.3 / 0.2 eV
Energy: -78988.05652 eV
Expectation value of S²: 8.76
Orbital gap (alpha / beta): 0.2803 / 0.3140 Ha